Record 1
# C11H10Si

A structure of composition C11H10Si in a non-equilibrium geometry (the ωB97M-V functional and the def2-TZVPD basis, the OMol25 dataset).

CARTESIAN COORDINATES (ANGSTROEM)
C -2.114 -1.809 0.413
C 2.653 -1.287 -0.423
C -0.861 -2.202 -0.016
C 1.443 -1.751 -0.759
C -2.458 -0.462 0.515
C 2.973 -0.237 0.457
C 0.134 -1.268 -0.339
C -0.223 0.071 -0.271
C -1.503 0.458 0.153
C 3.421 0.592 1.207
C -1.462 1.963 0.095
Si 0.345 1.846 -0.579
H -2.842 -2.564 0.676
H 3.530 -1.785 -0.823
H -0.626 -3.256 -0.086
H 1.408 -2.628 -1.395
H -3.438 -0.163 0.862
H 3.718 1.349 1.870
H -2.221 2.395 -0.555
H -1.581 2.419 1.078
H 1.366 2.421 0.285
H 0.505 2.245 -1.979

**LUMO level**: 0.4 eV
**E**: -714.541824 a.u.
**ΔE to the lowest compared entry with this formula, charge and spin**: 0.0 kJ/mol
**2S+1**: 1
**Net charge**: 0

Löwdin atomic charge list, values in e, 6 entries: number 1, C, carries -0.074; number 2, C, carries -0.119; number 3, C, carries -0.042; number 4, C, carries -0.053; number 5, C, carries -0.034; number 6, C, carries -0.162

Record 2
# C22H49Cl14N5O5

A cluster of 12 separate species, C22H49Cl14N5O5 in total in a non-equilibrium geometry (the ωB97M-V functional and the def2-TZVPD basis, the OMol25 dataset).

CARTESIAN COORDINATES (ANGSTROEM)
C 4.205 -20.764 -16.187
C 5.266 -19.658 -16.022
O 5.339 -19.046 -14.991
N 6.016 -19.395 -17.096
C 6.957 -18.268 -17.336
H 3.365 -20.415 -15.586
H 4.477 -21.698 -15.696
H 4.001 -20.879 -17.252
H 5.983 -20.097 -17.821
H 6.991 -18.047 -18.403
H 7.980 -18.430 -16.994
H 6.683 -17.348 -16.818
C 0.138 -21.928 -17.146
C 0.572 -21.798 -15.715
O 0.417 -20.751 -15.163
N 1.051 -22.883 -15.053
C 1.503 -22.779 -13.679
H 0.230 -21.022 -17.745
H -0.916 -22.194 -17.067
H 0.668 -22.712 -17.686
H 1.082 -23.807 -15.460
H 1.194 -21.952 -13.039
H 2.586 -22.660 -13.646
H 1.253 -23.615 -13.026
C 7.862 -23.092 -9.702
C 7.142 -23.373 -10.998
O 7.127 -24.484 -11.442
N 6.527 -22.357 -11.601
C 5.933 -22.443 -12.954
H 7.701 -23.926 -9.018
H 7.338 -22.285 -9.190
H 8.926 -22.860 -9.728
H 6.726 -21.449 -11.207
H 4.980 -22.971 -12.966
H 6.587 -22.831 -13.736
H 5.743 -21.420 -13.278
C -1.010 -17.551 -14.400
C 0.026 -17.250 -15.459
O 0.502 -16.161 -15.523
N 0.526 -18.178 -16.240
C 1.630 -18.057 -17.223
H -2.024 -17.466 -14.789
H -0.977 -16.819 -13.593
H -0.872 -18.538 -13.957
H 0.157 -19.114 -16.145
H 2.208 -17.139 -17.119
H 1.252 -18.172 -18.239
H 2.379 -18.842 -17.125
C 3.482 -23.253 -19.363
C 4.656 -24.126 -19.269
O 4.526 -25.308 -19.075
N 5.811 -23.521 -19.335
C 7.113 -24.178 -19.171
H 2.657 -23.666 -19.944
H 3.811 -22.316 -19.813
H 3.107 -22.961 -18.381
H 5.864 -22.519 -19.455
H 7.350 -24.153 -18.108
H 7.773 -23.464 -19.663
H 7.172 -25.149 -19.664
C -2.516 -17.818 -18.456
Cl -4.019 -17.026 -17.898
Cl -2.286 -19.482 -17.767
H -2.542 -17.860 -19.545
H -1.674 -17.197 -18.152
C -1.722 -21.360 -11.994
Cl -2.034 -22.871 -11.126
Cl -0.307 -20.455 -11.293
H -1.565 -21.660 -13.030
H -2.552 -20.655 -11.959
C 3.199 -22.548 -10.127
Cl 4.320 -22.445 -8.720
Cl 1.610 -23.229 -9.741
H 3.026 -21.556 -10.545
H 3.685 -23.108 -10.927
C -3.399 -26.339 -17.011
Cl -2.540 -24.693 -17.035
Cl -5.000 -26.217 -16.321
H -3.363 -26.701 -18.039
H -2.815 -26.907 -16.287
C 2.611 -27.232 -17.157
Cl 1.463 -25.867 -17.128
Cl 1.851 -28.762 -17.770
H 3.489 -27.069 -17.781
H 2.939 -27.352 -16.124
C 0.870 -25.977 -20.685
Cl 0.164 -24.502 -20.036
Cl -0.296 -27.266 -20.305
H 0.927 -25.977 -21.773
H 1.749 -26.210 -20.083
C -2.652 -22.205 -20.209
Cl -2.461 -21.283 -21.757
Cl -4.335 -21.938 -19.558
H -2.569 -23.276 -20.390
H -1.899 -21.870 -19.495

**LUMO level (alpha / beta)**: 1.7 / 1.7 eV
**Expectation value of S²**: 0.750
**E**: -7960.342136 a.u.
**2S+1**: 2
**Net charge**: -1

Löwdin atomic charge list, values in e, 6 entries: number 1, C, carries -0.026; number 2, C, carries -0.617; number 3, O, carries 0.027; number 4, N, carries 0.000; number 5, C, carries -0.127; number 6, H, carries 0.067

Record 3
# C18H23F9N6O5PtS2

A structure of composition C18H23F9N6O5PtS2 (the ωB97M-V functional and the def2-TZVPD basis, the OMol25 dataset).

CARTESIAN COORDINATES (ANGSTROEM)
Pt -0.260 0.089 0.059
N 2.952 3.461 -0.388
C 1.487 3.201 -0.582
C 0.614 3.995 0.374
C -0.833 3.487 0.267
N -0.999 2.161 0.907
C -1.316 3.461 -1.189
C -0.340 2.808 -2.176
N -0.302 1.349 -1.990
C 1.060 3.413 -2.023
H 3.215 3.264 0.579
H 3.210 4.421 -0.620
H 3.490 2.823 -0.980
H 1.329 2.161 -0.345
H 0.624 5.058 0.121
H 0.964 3.886 1.405
H -1.464 4.201 0.804
H -1.989 1.933 0.951
H -0.640 2.163 1.857
H -1.486 4.489 -1.511
H -2.279 2.946 -1.236
H -0.700 3.031 -3.184
H 0.397 0.905 -2.583
H -1.192 0.946 -2.269
H 1.022 4.476 -2.270
H 1.749 2.922 -2.718
O 0.640 0.243 2.285
C 1.145 -0.754 2.870
C 2.276 -0.570 3.737
C 2.872 -1.626 4.345
C 2.374 -2.941 4.165
C 1.267 -3.163 3.377
C 0.610 -2.105 2.750
C -0.670 -2.260 2.143
N -1.353 -1.314 1.475
C -2.609 -1.789 1.277
C -2.705 -3.048 1.818
N -1.493 -3.318 2.350
H 2.654 0.438 3.841
H 3.748 -1.466 4.959
H 2.861 -3.772 4.657
H 0.905 -4.173 3.245
H -3.375 -1.210 0.803
H -3.539 -3.727 1.867
H -1.229 -4.186 2.787
F 2.484 0.338 -1.236
C 2.017 0.052 0.011
F 2.678 0.953 0.821
F 2.470 -1.145 0.352
F 1.271 -4.643 -2.867
C 0.547 -3.584 -3.165
F -0.469 -3.926 -3.935
F 1.295 -2.680 -3.774
S -0.119 -2.837 -1.570
O 0.431 -1.473 -1.592
O 0.295 -3.682 -0.497
N -1.690 -2.780 -1.696
S -2.289 -1.426 -2.254
O -1.786 -0.968 -3.510
O -2.352 -0.374 -1.218
C -4.062 -1.947 -2.451
F -4.496 -2.384 -1.265
F -4.147 -2.904 -3.346
F -4.769 -0.898 -2.821

**LUMO level (alpha / beta)**: -5.2 / -8.4 eV
**Expectation value of S²**: 6.052
**E**: -3218.288011 a.u.
**ΔE to the lowest compared entry with this formula, charge and spin**: 31.7 kJ/mol
**2S+1**: 5
**Net charge**: +2

Löwdin atomic charge list, values in e, 6 entries: number 1, Pt, carries 1.383; number 2, N, carries 0.256; number 3, C, carries -0.322; number 4, C, carries -0.070; number 5, C, carries -0.316; number 6, N, carries 0.023

Record 4
# C36H72O36

A cluster of 12 separate species, C36H72O36 in total in a non-equilibrium geometry (the ωB97M-V functional and the def2-TZVPD basis, the OMol25 dataset).

CARTESIAN COORDINATES (ANGSTROEM)
C 0.620 -0.291 -4.766
O 1.838 -0.171 -3.973
C 2.848 -1.167 -4.008
O 2.793 -2.350 -4.427
O 3.954 -0.458 -3.535
C 5.283 -0.981 -3.736
H -0.091 -0.804 -4.118
H 0.628 -0.642 -5.798
H 0.171 0.684 -4.953
H 5.216 -1.402 -4.739
H 5.783 -1.554 -2.955
H 5.956 -0.129 -3.829
C 2.208 -1.039 0.574
O 1.547 -0.732 -0.643
C 0.418 -0.024 -0.543
O -0.136 0.413 0.450
O -0.072 0.158 -1.766
C -1.344 0.651 -1.948
H 3.166 -1.542 0.442
H 1.470 -1.610 1.136
H 2.285 -0.274 1.347
H -1.461 1.693 -1.649
H -2.143 0.040 -1.527
H -1.442 0.630 -3.033
C 3.572 -3.473 -1.426
O 4.277 -4.310 -0.536
C 5.497 -4.661 -0.828
O 6.151 -4.245 -1.811
O 6.122 -5.231 0.246
C 5.384 -5.600 1.440
H 3.690 -2.411 -1.209
H 2.523 -3.751 -1.524
H 3.917 -3.356 -2.454
H 4.673 -4.795 1.626
H 6.117 -5.605 2.247
H 4.935 -6.586 1.322
C -1.763 3.755 -4.211
O -2.180 5.088 -4.280
C -2.487 5.830 -3.154
O -3.386 6.659 -3.172
O -1.903 5.299 -2.088
C -2.114 5.830 -0.732
H -2.156 3.381 -5.156
H -2.291 3.000 -3.628
H -0.725 3.450 -4.074
H -1.550 5.198 -0.046
H -3.132 6.107 -0.458
H -1.584 6.780 -0.798
C 3.826 4.436 4.700
O 3.053 3.437 3.996
C 3.692 2.436 3.419
O 4.908 2.226 3.518
O 2.860 1.513 2.926
C 1.481 1.429 3.233
H 3.192 5.092 5.296
H 4.458 4.990 4.006
H 4.493 3.871 5.351
H 1.037 0.498 2.882
H 1.037 2.336 2.822
H 1.341 1.420 4.314
C 6.508 0.023 7.557
O 5.497 -0.648 6.834
C 5.648 -0.813 5.497
O 6.611 -0.368 4.836
O 4.628 -1.542 4.998
C 4.751 -2.207 3.752
H 6.191 0.124 8.595
H 6.741 1.052 7.284
H 7.430 -0.559 7.520
H 4.827 -3.241 4.087
H 5.573 -1.840 3.138
H 3.894 -2.112 3.085
C -1.353 -2.840 0.082
O -2.540 -2.385 -0.323
C -3.245 -3.068 -1.285
O -2.818 -4.048 -1.908
O -4.559 -2.591 -1.422
C -5.031 -1.491 -0.619
H -1.518 -3.743 0.671
H -1.035 -2.045 0.756
H -0.725 -2.969 -0.799
H -4.497 -0.614 -0.984
H -4.761 -1.621 0.429
H -6.082 -1.273 -0.808
C -4.804 3.416 -2.297
O -5.748 2.661 -1.467
C -6.367 1.516 -1.740
O -7.329 0.996 -1.165
O -5.891 1.037 -2.911
C -6.404 -0.042 -3.590
H -4.735 4.391 -1.816
H -5.150 3.576 -3.318
H -3.772 3.068 -2.344
H -7.440 0.264 -3.740
H -6.294 -0.893 -2.918
H -5.788 -0.102 -4.487
C 0.201 -1.000 5.859
O 1.057 -1.520 4.882
C 0.686 -2.569 4.103
O -0.374 -3.109 4.067
O 1.709 -2.926 3.323
C 1.690 -4.056 2.438
H 0.817 -0.445 6.565
H -0.288 -1.840 6.352
H -0.473 -0.367 5.280
H 1.793 -4.988 2.993
H 2.603 -3.978 1.847
H 0.835 -3.945 1.771
C 1.594 6.201 -3.552
O 2.194 5.500 -2.401
C 1.782 4.238 -1.944
O 0.780 3.671 -2.286
O 2.670 3.794 -1.040
C 2.374 2.574 -0.387
H 1.587 7.285 -3.438
H 0.507 6.120 -3.581
H 2.146 5.948 -4.456
H 1.368 2.747 -0.005
H 3.067 2.470 0.448
H 2.446 1.740 -1.084
C -5.132 0.426 6.027
O -4.130 0.201 5.054
C -3.019 0.945 4.951
O -2.874 1.947 5.694
O -2.223 0.617 3.920
C -2.697 -0.403 2.907
H -5.301 1.459 6.329
H -5.014 -0.227 6.892
H -6.146 0.301 5.646
H -2.788 -1.370 3.401
H -1.768 -0.391 2.337
H -3.474 -0.160 2.182
C -6.261 -4.247 -5.953
O -5.773 -2.946 -5.551
C -4.477 -2.896 -5.263
O -3.624 -3.859 -5.235
O -4.294 -1.652 -5.159
C -3.094 -1.103 -4.702
H -5.651 -4.547 -6.806
H -7.300 -4.044 -6.212
H -6.100 -4.934 -5.122
H -3.160 -0.109 -5.146
H -2.346 -1.662 -5.265
H -2.998 -1.091 -3.616

**LUMO level**: 0.2 eV
**E**: -4123.334974 a.u.
**ΔE to the lowest compared entry with this formula, charge and spin**: 740.4 kJ/mol
**2S+1**: 1
**Net charge**: 0
**SMILES**: COC(=O)OC.COC(=O)OC.COC(=O)OC.COC(=O)OC.COC(=O)OC.COC(=O)OC.COC(=O)OC.COC(=O)OC.COC(=O)OC.COC(=O)OC.COC(=O)OC.COC(=O)OC

Löwdin atomic charge list, values in e, 6 entries: number 1, C, carries -0.041; number 2, O, carries -0.047; number 3, C, carries -0.429; number 4, O, carries 0.087; number 5, O, carries -0.051; number 6, C, carries -0.032

Record 5
# C46H71N3O27

A cluster of 10 separate species, C46H71N3O27 in total in a non-equilibrium geometry (the ωB97M-V functional and the def2-TZVPD basis, the OMol25 dataset).

CARTESIAN COORDINATES (ANGSTROEM)
C 4.061 -0.025 0.442
C 4.197 -1.186 1.178
C 3.948 -1.164 2.558
C 3.640 0.039 3.212
C 3.496 1.175 2.451
C 3.600 1.193 1.057
N 3.583 0.214 4.681
O 3.622 1.326 5.176
O 3.610 -0.842 5.317
H 4.326 0.058 -0.601
H 4.396 -2.118 0.670
H 4.028 -2.090 3.109
H 3.086 2.105 2.814
H 3.519 2.070 0.432
C -0.806 0.672 0.576
C 0.073 -0.262 0.097
C 0.964 0.091 -0.923
C 1.139 1.415 -1.295
C 0.242 2.368 -0.772
C -0.770 1.973 0.123
N 2.183 1.766 -2.268
O 2.083 2.887 -2.741
O 3.109 0.982 -2.511
H -1.547 0.358 1.297
H 0.151 -1.276 0.462
H 1.652 -0.671 -1.258
H 0.265 3.407 -1.068
H -1.464 2.726 0.465
C 2.740 4.948 2.436
C 2.370 4.761 1.164
C 3.344 4.690 0.122
C 4.710 4.757 0.432
C 5.105 4.882 1.769
C 4.141 5.013 2.758
N 5.763 4.652 -0.641
O 6.864 5.176 -0.481
O 5.538 4.126 -1.678
H 1.994 5.128 3.195
H 1.306 4.669 1.008
H 2.974 4.444 -0.862
H 6.176 4.860 1.909
H 4.401 5.284 3.770
C -2.110 -8.847 -0.935
C -1.823 -7.962 0.249
O -1.253 -6.702 -0.238
C -2.065 -5.582 -0.330
O -3.244 -5.550 -0.057
O -1.261 -4.518 -0.683
C -1.805 -3.228 -0.928
H -3.094 -8.669 -1.369
H -2.233 -9.889 -0.640
H -1.360 -8.797 -1.725
H -1.093 -8.477 0.873
H -2.728 -7.875 0.850
H -2.328 -2.733 -0.110
H -2.429 -3.180 -1.821
H -0.950 -2.624 -1.230
C 3.514 -2.660 -3.439
C 4.988 -2.918 -3.295
O 5.502 -2.279 -2.141
C 6.567 -2.827 -1.547
O 7.183 -3.811 -1.867
O 6.996 -1.908 -0.583
C 8.193 -2.101 0.102
H 3.310 -1.622 -3.704
H 2.907 -2.915 -2.570
H 3.079 -3.279 -4.223
H 5.562 -2.575 -4.155
H 5.194 -3.988 -3.268
H 7.994 -1.677 1.087
H 9.024 -1.536 -0.321
H 8.459 -3.153 0.198
C 1.386 -5.693 -2.702
C 0.472 -4.868 -3.603
O 0.577 -3.474 -3.380
C 0.095 -2.682 -4.345
O -0.474 -2.975 -5.379
O 0.470 -1.442 -3.918
C 0.048 -0.327 -4.648
H 1.440 -5.373 -1.661
H 2.372 -5.425 -3.081
H 1.188 -6.763 -2.770
H -0.583 -5.140 -3.608
H 0.611 -5.108 -4.657
H -0.038 -0.378 -5.734
H 0.754 0.491 -4.506
H -0.944 -0.042 -4.298
C -6.155 -5.347 -2.111
C -6.236 -4.026 -1.316
O -5.172 -3.179 -1.763
C -5.014 -2.020 -1.165
O -5.489 -1.684 -0.060
O -4.160 -1.301 -1.865
C -3.617 -0.098 -1.328
H -7.124 -5.823 -1.964
H -5.376 -5.929 -1.618
H -5.907 -5.224 -3.165
H -6.227 -4.195 -0.239
H -7.191 -3.556 -1.551
H -4.429 0.618 -1.200
H -2.952 0.326 -2.080
H -3.007 -0.218 -0.432
C -0.730 -0.846 4.505
C 0.478 0.005 4.105
O 0.164 1.345 3.741
C -0.328 2.354 4.557
O -0.586 2.330 5.743
O -0.290 3.522 3.871
C -0.876 4.687 4.482
H -1.550 -0.764 3.792
H -1.288 -0.463 5.359
H -0.468 -1.862 4.803
H 0.937 -0.482 3.245
H 1.108 0.068 4.992
H -0.340 5.044 5.362
H -1.909 4.478 4.760
H -0.998 5.548 3.825
C -5.054 0.318 4.286
C -3.929 1.122 4.997
O -4.031 2.453 4.558
C -3.626 2.907 3.326
O -3.078 2.168 2.483
O -3.846 4.229 3.186
C -3.595 4.845 1.892
H -5.424 -0.570 4.800
H -4.707 -0.153 3.366
H -5.935 0.950 4.182
H -2.942 0.701 4.806
H -3.965 1.024 6.082
H -2.542 5.096 1.770
H -4.161 5.772 1.788
H -3.794 4.147 1.079
C -0.905 4.293 -3.884
C -2.355 3.834 -3.803
O -3.288 4.755 -3.325
C -3.072 5.432 -2.178
O -2.198 5.292 -1.346
O -4.046 6.477 -2.090
C -3.989 7.383 -0.954
H -0.904 5.292 -4.319
H -0.293 3.690 -4.555
H -0.549 4.332 -2.855
H -2.342 2.927 -3.200
H -2.724 3.567 -4.793
H -4.106 6.892 0.013
H -4.738 8.159 -1.109
H -3.006 7.852 -0.956

**LUMO level (alpha / beta)**: -5.0 / -9.0 eV
**Expectation value of S²**: 0.767
**E**: -3990.484694 a.u.
**2S+1**: 2
**Net charge**: +1

Löwdin atomic charge list, values in e, 6 entries: number 1, C, carries -0.041; number 2, C, carries -0.037; number 3, C, carries 0.031; number 4, C, carries -0.156; number 5, C, carries -0.024; number 6, C, carries -0.026

Record 6
# C3H4S2

An isolated molecule of C3H4S2 in a non-equilibrium geometry (the ωB97M-V functional and the def2-TZVPD basis, the OMol25 dataset).

CARTESIAN COORDINATES (ANGSTROEM)
S 0.953 -0.184 -2.164
C 0.624 0.458 -0.657
C -0.527 0.002 0.126
C 0.001 -0.899 1.335
S -1.062 0.503 1.736
H 1.425 1.297 -0.271
H -0.995 -0.805 -0.463
H 1.093 -1.085 1.623
H -0.355 -1.875 1.150

**LUMO level**: -0.4 eV
**E**: -912.987551 a.u.
**ΔE to the lowest compared entry with this formula, charge and spin**: 191.5 kJ/mol
**2S+1**: 1
**Net charge**: 0
**SMILES**: S=C[C@H]1CS1

Löwdin atomic charge list, values in e, 6 entries: number 1, S, carries 0.608; number 2, C, carries -0.682; number 3, C, carries -0.736; number 4, C, carries -0.427; number 5, S, carries 0.872; number 6, H, carries 0.119